DFT (ωB97M-V/def2-TZVPD) results for a cluster of 3 separate species, C25H41ClN4O6 in total in a non-equilibrium geometry.

Geometry (Å):
N  8.962  -6.036  -1.729
C  8.206  -5.899  -3.033
C  6.674  -5.619  -2.592
C  5.955  -6.748  -2.107
Cl  6.597  -8.433  -2.003
C  4.447  -6.440  -1.622
O  4.042  -7.102  -0.639
C  3.630  -5.310  -2.378
O  2.205  -5.397  -2.503
N  1.786  -6.722  -2.513
O  2.057  -7.225  -3.556
C  4.376  -4.207  -2.892
C  5.972  -4.200  -2.658
O  6.590  -3.112  -2.511
H  9.875  -6.476  -1.881
H  9.029  -5.130  -1.252
H  8.287  -6.910  -3.554
H  8.635  -5.032  -3.655
H  3.831  -3.362  -3.441
C  1.162  -3.209  -0.184
C  0.846  -1.811  -0.775
C  2.098  -0.908  -0.702
C  2.391  -0.362  0.692
C  1.153  0.300  1.286
C  -0.079  -0.628  1.281
N  -0.333  -1.231  -0.061
O  -0.863  -0.263  -0.853
C  0.110  -1.737  2.345
C  -1.300  0.169  1.808
C  0.558  -2.092  -2.273
H  0.256  -3.704  0.176
H  1.597  -3.874  -0.935
H  1.888  -3.173  0.629
H  1.981  -0.056  -1.382
H  2.977  -1.459  -1.058
H  2.754  -1.159  1.348
H  3.201  0.372  0.632
H  1.377  0.624  2.309
H  0.937  1.213  0.719
H  -0.711  -2.460  2.306
H  0.125  -1.313  3.351
H  1.045  -2.285  2.246
H  -1.497  1.072  1.225
H  -1.135  0.499  2.838
H  -2.203  -0.448  1.801
H  -0.331  -2.717  -2.395
H  1.399  -2.618  -2.736
H  0.418  -1.176  -2.854
C  -5.790  6.672  0.975
C  -4.626  6.121  1.838
C  -3.288  6.262  1.077
C  -3.089  5.229  -0.028
C  -3.319  3.818  0.500
C  -4.687  3.658  1.195
N  -4.928  4.709  2.227
O  -4.167  4.405  3.310
C  -5.809  3.680  0.129
C  -4.778  2.226  1.781
C  -4.574  7.079  3.057
H  -6.744  6.219  1.258
H  -5.914  7.750  1.106
H  -5.635  6.524  -0.094
H  -2.451  6.173  1.780
H  -3.211  7.266  0.643
H  -3.753  5.438  -0.872
H  -2.069  5.309  -0.419
H  -3.232  3.107  -0.329
H  -2.512  3.570  1.199
H  -6.797  3.653  0.600
H  -5.737  2.812  -0.530
H  -5.774  4.548  -0.528
H  -3.966  2.004  2.477
H  -4.717  1.475  0.988
H  -5.728  2.076  2.303
H  -5.491  7.015  3.650
H  -4.464  8.117  2.728
H  -3.725  6.879  3.714

**Maximum force**: 4.69 eV Å⁻¹
**⟨S²⟩**: 2.01
**Multiplicity**: 3
**E_tot**: -2107.46447 Eh